ORCA calculation (ωB97M-V/def2-TZVPD) on a structure of composition C43H58CrIN4O6PSTe.

The geometry in XYZ format:
```
116
Properties=species:S:1:pos:R:3:forces:R:3:lowdin_spin:R:1
Cr 0.05293 0.66594 0.10582 -0.4 0.0 -0.4 2.940
C -0.32933 2.07061 -2.65867 0.1 0.0 0.0 0.001
N -0.97301 1.47015 -1.50165 0.0 -0.2 0.2 -0.022
C -2.23966 1.50000 -1.31486 -0.1 0.1 0.0 0.012
C -2.75367 0.88252 -0.13002 0.1 -0.1 -0.2 0.005
C -4.02839 0.75399 0.40564 0.0 0.0 0.1 0.014
C -3.87492 0.02007 1.59244 0.0 0.0 0.0 0.005
C -2.51458 -0.25903 1.71134 0.0 -0.1 -0.1 0.013
N -1.83517 0.24287 0.66501 0.0 0.2 0.2 -0.012
C -1.10467 1.95916 -3.94477 0.1 0.0 -0.1 0.000
C -1.42906 3.08997 -4.68195 0.0 0.0 0.0 0.000
C -2.10147 2.98150 -5.89357 0.0 0.0 0.0 0.000
C -2.45616 1.73345 -6.37751 0.0 0.0 0.0 0.000
C -2.12506 0.59519 -5.65059 0.0 0.0 0.0 0.000
C -1.45304 0.70505 -4.44563 0.0 0.0 0.0 0.000
H 0.63183 1.56409 -2.77313 0.0 0.0 0.0 0.001
H -0.11119 3.11748 -2.42463 0.1 -0.1 0.0 0.000
H -2.91237 1.96677 -2.03597 0.0 0.0 0.0 -0.001
H -4.94018 1.15138 -0.01084 0.0 0.0 0.0 0.001
H -4.64760 -0.27725 2.28264 0.0 0.0 0.0 0.000
H -2.01246 -0.80545 2.49223 0.0 0.0 0.1 0.001
H -1.15424 4.06639 -4.30148 0.0 0.0 -0.1 0.000
H -2.34923 3.87393 -6.45478 0.0 0.0 0.0 0.000
H -2.98023 1.64330 -7.32047 0.0 0.0 0.0 0.000
H -2.37947 -0.38543 -6.03228 0.0 0.0 0.0 0.000
H -1.16007 -0.18541 -3.90410 0.0 -0.1 0.0 0.000
S 4.53539 -2.30512 0.85873 -0.1 0.3 -0.1 0.000
C 4.06052 -0.76219 0.55949 0.2 -0.3 0.4 0.001
N 2.42058 -0.90524 3.24457 -0.3 0.2 0.0 0.006
C 1.38744 -0.96052 2.39715 0.1 -0.4 -0.6 0.007
O 0.96845 0.03838 1.81147 0.2 0.2 0.5 0.019
C 0.77617 -2.31355 2.12954 0.1 0.2 -0.1 0.002
I -0.34790 -2.97805 3.80736 -0.1 -0.1 0.1 0.001
H 2.95982 -0.05483 3.19099 0.1 0.0 0.0 0.000
H 2.93622 -1.75230 3.41834 0.0 0.0 0.0 0.000
H 1.54736 -3.05812 1.95911 0.0 0.0 -0.1 0.000
H 0.11411 -2.23751 1.27215 0.0 0.0 0.1 0.001
C -1.05519 -2.03776 -1.56540 0.1 0.0 -0.1 -0.002
C 0.30024 -1.40435 -1.89044 0.1 0.2 0.1 0.016
O 0.80980 -1.67646 -3.00009 -0.3 -0.2 0.0 0.024
N 0.84856 -0.60431 -0.98215 -0.4 0.1 0.6 -0.089
Te 3.46354 -0.85226 -1.62094 -0.1 0.0 -0.3 -0.002
C 5.41074 -1.09424 -2.53493 0.0 0.0 0.0 -0.004
C 5.54688 -2.15847 -3.43293 0.1 -0.1 0.0 0.000
C 4.53371 -3.26452 -3.59732 -0.1 0.0 0.0 0.000
C 6.71559 -2.26538 -4.18799 0.0 0.0 0.0 0.000
C 7.75332 -1.35666 -4.06778 -0.1 0.0 0.0 0.000
C 8.99561 -1.47188 -4.90684 0.0 0.0 0.0 0.000
C 7.61539 -0.33208 -3.14204 0.0 0.0 0.1 0.000
C 6.46797 -0.18983 -2.37214 0.0 0.0 -0.1 0.000
C 6.41354 0.95087 -1.39858 0.1 0.1 0.0 0.000
C 3.18484 1.05837 -2.52420 0.1 -0.1 0.0 0.001
C 3.22138 2.26356 -1.81979 -0.1 0.1 0.1 0.001
C 3.40443 2.36786 -0.33329 -0.1 0.1 0.1 0.004
C 3.01827 3.45206 -2.52141 -0.1 -0.1 0.0 0.000
C 2.77237 3.46635 -3.88392 0.0 0.0 0.0 0.000
C 2.51533 4.76064 -4.60498 0.0 0.0 0.0 0.000
C 2.71537 2.25158 -4.55441 0.0 0.0 0.0 0.000
C 2.90538 1.04041 -3.89717 0.0 0.0 -0.2 0.000
C 2.77456 -0.23073 -4.68900 0.1 -0.1 -0.2 0.000
H -1.22886 -2.87597 -2.23869 0.0 0.0 0.0 -0.001
H -1.84685 -1.29878 -1.70676 0.0 0.0 0.0 0.001
H -1.12220 -2.36337 -0.52782 0.0 0.0 0.0 0.001
H 3.50834 -2.97293 -3.37523 0.0 0.1 0.0 0.000
H 4.78347 -4.09020 -2.92645 0.0 0.0 0.0 0.000
H 4.55792 -3.64817 -4.61797 0.0 0.0 0.0 0.000
H 6.80822 -3.08774 -4.88984 0.0 0.0 0.0 0.000
H 8.95839 -2.35264 -5.54738 0.0 0.0 0.0 0.000
H 9.88854 -1.54594 -4.28351 0.0 0.0 0.0 0.000
H 9.11885 -0.59706 -5.54821 0.0 0.0 0.0 0.000
H 8.42450 0.37964 -3.00831 0.0 0.0 0.0 0.000
H 7.39634 1.10630 -0.95028 0.0 0.0 0.0 0.000
H 5.70779 0.76610 -0.59324 0.0 -0.1 0.0 0.000
H 6.12116 1.87839 -1.89720 -0.1 0.0 0.0 0.000
H 4.18192 1.71808 0.04992 0.1 0.0 0.0 0.000
H 2.49817 2.08937 0.20688 -0.2 -0.1 0.0 0.003
H 3.59083 3.40384 -0.05358 0.1 0.0 0.0 0.000
H 3.01135 4.37854 -1.96165 0.0 0.1 0.0 0.000
H 2.85547 5.61220 -4.01716 0.0 0.0 0.0 0.000
H 1.44795 4.89765 -4.79335 0.0 0.0 0.0 0.000
H 3.02155 4.78300 -5.57154 0.0 0.0 0.0 0.000
H 2.49228 2.23563 -5.61657 0.0 0.0 0.0 0.000
H 2.28262 -0.02168 -5.63930 0.0 0.0 -0.1 0.000
H 2.16636 -0.97239 -4.16442 0.1 0.1 0.0 0.000
H 3.75526 -0.66158 -4.90520 0.1 0.0 0.0 0.000
C -1.11191 5.18519 4.41140 0.0 0.0 0.0 0.000
C -0.94809 4.02071 3.44388 0.1 0.0 -0.1 0.000
C -2.31510 3.50252 3.01176 0.0 0.0 0.0 0.001
C -0.11556 2.91472 4.08387 0.0 0.1 0.0 0.000
O -0.20195 4.59493 2.34044 0.0 -0.1 0.0 0.000
P -0.08787 3.98687 0.85542 0.0 0.1 -0.1 0.007
O 1.04226 4.64921 0.17130 0.0 -0.1 0.0 0.001
O -0.16645 2.48532 0.97281 0.5 -0.2 0.1 0.041
O -1.49683 4.35852 0.15821 -0.1 -0.1 0.0 0.002
C -1.78817 5.59716 -0.51287 0.0 0.0 0.1 0.000
C -1.09504 5.60681 -1.86966 -0.1 0.0 0.0 0.000
C -1.35781 6.78676 0.33703 0.0 0.1 -0.1 0.000
C -3.30212 5.57985 -0.68279 0.0 0.1 0.0 0.000
H -1.62869 4.85604 5.31449 0.0 0.0 0.0 0.000
H -1.69254 5.98297 3.94696 0.0 0.0 0.0 0.000
H -0.13722 5.58560 4.69014 0.0 0.0 0.0 0.000
H -2.85901 3.16585 3.89718 0.0 0.0 0.0 0.000
H -2.23786 2.66456 2.32170 0.0 0.0 0.0 0.000
H -2.88888 4.29409 2.52834 0.0 0.0 0.0 0.000
H -0.63034 2.52557 4.96599 0.0 0.0 0.0 0.000
H 0.85085 3.31459 4.39616 0.0 0.0 0.0 0.000
H 0.04456 2.10269 3.38089 0.0 -0.1 -0.1 0.000
H -0.01800 5.51755 -1.73885 0.0 0.0 0.0 0.000
H -1.32055 6.53441 -2.40052 0.0 0.0 0.0 0.000
H -1.45334 4.77018 -2.47408 0.0 0.1 0.1 0.000
H -0.27564 6.80652 0.45545 0.0 0.0 0.0 0.000
H -1.81411 6.72885 1.32553 0.0 0.0 0.0 0.000
H -1.68165 7.71356 -0.14233 0.0 0.0 0.0 0.000
H -3.61046 4.67281 -1.20284 0.0 0.0 0.0 0.000
H -3.63522 6.44466 -1.26064 0.0 0.0 0.0 0.000
H -3.79243 5.59778 0.29098 0.0 0.0 0.0 0.000
```
Positions in Å, forces in eV/Å.

strongest force on any atom = 0.74 eV/A
electronic energy = -4693.7602 a.u.
net charge = -1
expectation value of S² = 3.82
spin multiplicity = 4

***

ORCA calculation (ωB97M-V/def2-TZVPD) on a structure of composition C43H58N8O3S2Si3Sn.

The geometry in XYZ format:
```
118
Properties=species:S:1:pos:R:3:forces:R:3:mulliken_charge:R:1
Sn -0.78856 -0.19752 -0.21922 0.2 0.2 -0.1 0.392
C 1.08953 3.86823 4.88556 0.0 0.0 0.0 -1.179
C 1.80303 3.02794 3.83460 0.0 0.0 0.0 -0.462
N 1.22797 1.70372 3.69128 0.0 -0.1 0.0 0.028
C 0.22236 1.39612 2.83629 -0.1 0.0 -0.1 0.013
S -0.41069 -0.21755 2.91216 0.0 0.0 0.2 -0.446
N -0.17650 2.37398 2.04150 0.0 0.0 0.0 -1.491
N -1.11474 1.98946 1.13700 0.0 0.1 0.1 1.362
C -1.85974 2.89790 0.62196 0.0 0.0 0.0 0.721
C -1.79554 4.35441 0.96302 0.0 0.0 0.0 -1.746
C -2.86976 2.41438 -0.34150 0.0 0.0 0.0 0.163
C -3.82723 3.26264 -0.88828 0.0 0.0 0.0 -1.040
C -4.77451 2.74255 -1.75107 0.0 0.0 0.0 -0.836
C -4.73605 1.39388 -2.06299 0.0 0.0 0.0 -1.123
C -3.72768 0.62352 -1.50990 -0.1 0.0 0.0 -0.372
N -2.83222 1.11587 -0.66024 0.1 0.0 -0.1 1.034
H 1.54516 4.85682 4.96473 0.0 0.0 0.0 0.367
H 0.04003 3.99122 4.61603 0.0 0.0 0.0 0.271
H 1.13815 3.39331 5.86707 0.0 0.0 0.0 0.335
H 1.74577 3.51399 2.86356 0.0 0.0 0.0 0.286
H 2.85966 2.91098 4.08594 0.0 0.0 0.0 0.437
H 1.38548 1.02724 4.41794 0.1 0.0 0.0 0.274
H -0.98157 4.52674 1.65950 0.0 0.0 0.0 0.371
H -1.63323 4.95436 0.06432 0.0 0.0 0.0 0.243
H -2.73108 4.68774 1.41831 0.0 0.0 0.0 0.324
H -3.82696 4.31363 -0.64061 0.0 0.0 0.0 0.488
H -5.52837 3.38685 -2.18464 0.0 0.0 0.0 0.428
H -5.45303 0.94679 -2.73639 0.0 0.0 0.0 0.530
H -3.62405 -0.42693 -1.76215 0.0 0.0 0.0 0.625
O 2.90049 -2.96672 -0.19741 0.0 -0.1 0.0 -0.608
C 2.07081 -3.01938 -1.20602 0.0 0.1 0.0 -0.350
C 2.63726 -3.46764 -2.52412 0.0 0.0 -0.1 -0.839
C 1.38456 -3.49866 -3.39026 0.0 0.0 0.0 -0.135
C 0.27972 -3.04657 -2.43569 0.0 0.0 0.1 -0.268
O -0.89035 -2.99692 -2.70045 0.0 0.0 0.1 -0.525
N 0.81960 -2.72342 -1.16388 -0.1 -0.3 -0.2 1.095
H 3.14868 -4.42396 -2.41441 0.0 0.0 0.0 0.411
H 3.36907 -2.73539 -2.86673 0.0 0.0 0.0 0.191
H 1.13955 -4.48500 -3.78159 0.0 0.0 0.0 0.472
H 1.43381 -2.80220 -4.22836 0.0 0.0 0.0 -0.199
C -4.84757 -3.78708 -2.37438 0.0 0.0 0.0 -0.795
C -4.67133 -4.22760 -0.91922 0.0 0.0 0.0 -0.512
C -4.14634 -3.10148 -0.08360 -0.1 0.0 0.0 0.147
N -3.00199 -2.56271 -0.27955 0.0 0.1 0.0 -0.388
N -2.75638 -1.49215 0.53404 0.0 -0.2 0.0 0.471
C -3.71970 -1.24129 1.38115 0.0 0.0 0.0 0.002
N -3.67660 -0.21592 2.26049 0.0 0.0 0.0 -0.259
S -5.05591 -2.32521 1.19386 0.0 0.0 0.0 -0.255
H -5.20280 -4.61712 -2.98510 0.0 0.0 0.0 0.416
H -3.89636 -3.43825 -2.77717 0.0 0.0 0.0 0.018
H -5.57175 -2.97372 -2.45067 0.0 0.0 0.0 0.327
H -3.95013 -5.04476 -0.86578 0.0 0.0 0.0 0.243
H -5.61026 -4.59270 -0.50075 0.0 0.0 0.0 0.394
H -2.71953 0.06670 2.50641 0.0 0.0 0.0 -0.059
H -4.32499 -0.23998 3.02885 0.0 0.0 0.0 0.278
C 3.37613 0.15224 1.01387 0.0 0.0 0.0 -0.373
Si 3.65646 -1.47524 1.88765 0.0 0.0 0.0 0.070
C 3.42558 -1.30376 3.73344 -0.1 0.0 0.0 -0.968
C 5.37530 -2.12492 1.53946 0.0 0.0 0.0 -1.097
C 2.38707 -2.68774 1.16590 -0.1 0.1 0.0 2.450
Si 2.01346 -4.34951 2.00113 0.1 0.0 0.0 0.213
C 0.70423 -5.26362 1.02113 0.0 0.0 -0.1 -0.819
C 1.36640 -4.02452 3.72454 0.0 0.0 0.0 -0.998
C 3.58828 -5.37222 2.01544 0.0 0.0 0.0 -1.247
H 4.01366 0.94403 1.41387 0.0 0.0 0.0 0.435
H 2.33567 0.46772 1.13687 0.0 0.0 0.0 -0.158
H 3.58172 0.06354 -0.05571 0.0 0.0 0.0 0.172
H 3.92883 -0.40331 4.09145 0.0 0.0 0.0 0.376
H 3.85136 -2.15746 4.26466 0.0 0.0 0.0 0.324
H 2.36521 -1.23791 3.98321 0.0 0.1 0.0 0.261
H 6.13317 -1.44712 1.93947 0.0 0.0 0.0 0.391
H 5.54832 -2.23124 0.46724 0.0 0.0 0.0 0.255
H 5.52370 -3.10187 2.00422 0.0 0.0 0.0 0.298
H 1.43848 -2.14312 1.08215 0.0 0.0 0.0 -1.264
H -0.10392 -4.60180 0.70652 0.0 0.0 0.0 -0.002
H 0.28144 -6.06081 1.63872 0.0 0.0 0.0 0.460
H 1.12104 -5.72868 0.12402 0.0 0.0 0.0 0.258
H 0.67917 -3.17437 3.72456 0.0 0.0 0.0 0.183
H 2.16450 -3.81156 4.43605 0.0 0.0 0.0 0.315
H 0.82003 -4.89958 4.08427 0.0 0.0 0.0 0.444
H 4.23661 -5.07999 1.18638 0.0 0.0 0.0 0.349
H 3.36366 -6.43481 1.90109 0.0 0.0 0.0 0.392
H 4.15328 -5.24978 2.94191 0.0 0.0 0.0 0.302
O -0.68000 0.20645 -2.28912 -0.2 0.0 0.2 1.366
Si -0.76327 0.39710 -3.87561 0.1 -0.1 -0.2 -1.872
C -1.23798 2.17736 -4.27769 0.0 0.0 0.1 0.574
C -1.19772 3.14557 -3.27354 0.0 0.0 0.0 -0.287
C -1.54329 4.46720 -3.52804 0.0 0.0 0.0 -0.511
C -1.93718 4.84601 -4.80257 0.0 0.0 0.0 -0.653
C -1.97919 3.89988 -5.81960 0.0 0.0 0.0 -0.740
C -1.63465 2.58227 -5.55534 0.0 0.0 0.0 -0.121
C 0.94178 0.03758 -4.59759 0.0 0.0 0.0 0.365
C 2.04994 0.04614 -3.74584 0.0 0.0 0.0 -0.311
C 3.33379 -0.17487 -4.22862 0.0 0.0 0.0 -0.585
C 3.53270 -0.43211 -5.57798 0.0 0.0 0.0 -0.530
C 2.44548 -0.44800 -6.44189 0.0 0.0 0.0 -0.765
C 1.16801 -0.20745 -5.95409 0.0 0.0 0.0 -0.157
C -2.01014 -0.69604 -4.77849 -0.1 0.0 0.1 0.890
C -1.68546 -1.95645 -5.28250 0.1 0.0 0.0 0.144
C -2.64196 -2.77142 -5.87265 0.0 0.0 0.0 -0.847
C -3.95745 -2.34122 -5.97100 0.0 0.0 0.0 -0.625
C -4.30534 -1.08650 -5.48854 0.0 0.0 0.0 -0.862
C -3.33827 -0.27875 -4.90661 0.0 0.0 -0.1 -0.317
H -0.88399 2.85192 -2.27725 0.0 0.0 0.0 0.159
H -1.50268 5.20298 -2.73284 0.0 0.0 0.0 0.411
H -2.20621 5.87498 -5.00687 0.0 0.0 0.0 0.396
H -2.28416 4.19135 -6.81721 0.0 0.0 0.0 0.411
H -1.68734 1.85316 -6.35766 0.0 0.0 0.0 0.334
H 1.89391 0.23762 -2.68875 0.0 0.0 0.0 0.152
H 4.18178 -0.14213 -3.55377 0.0 0.0 0.0 0.437
H 4.53103 -0.61197 -5.95715 0.0 0.0 0.0 0.404
H 2.59504 -0.64321 -7.49667 0.0 0.0 0.0 0.405
H 0.33121 -0.21823 -6.64516 0.0 0.0 0.0 0.332
H -0.66710 -2.32009 -5.20381 -0.1 0.0 0.0 0.159
H -2.36121 -3.74664 -6.25088 0.0 0.0 0.0 0.427
H -4.70598 -2.97642 -6.42846 0.0 0.0 0.0 0.389
H -5.32661 -0.73452 -5.57843 0.0 0.0 0.0 0.425
H -3.61415 0.71131 -4.56544 0.0 0.0 0.0 0.709
```
Positions in Å, forces in eV/Å.

strongest force on any atom = 0.34 eV/A
electronic energy = -4216.4891 a.u.
net charge = 0